P | C7H17N | ωB97M-V/def2-TZVPD

Geometry as ORCA input:
```
! wB97M-V def2-TZVPD RIJCOSX def2/J DEFGRID3
* xyz 0 1
C -1.2315 -1.5012 -1.1381
C -1.4912 -0.6074 0.1292
C -1.5397 -1.5502 1.3922
N -0.9962 0.7881 0.1934
C 0.2528 0.4174 0.4321
C 1.5338 0.8927 -0.2130
C 2.5040 -0.2826 -0.0370
C 1.2911 1.1263 -1.7070
H -2.1151 -2.1112 -1.3249
H -0.3912 -2.1912 -0.9772
H -1.0392 -0.8731 -2.0161
H -2.5906 -0.5271 -0.0386
H -1.6628 -0.8607 2.2337
H -2.4156 -2.2035 1.4210
H -0.6275 -2.1174 1.5852
H 0.4304 0.4667 1.5332
H -2.1488 4.1433 2.1423
H -1.7797 3.5277 2.3138
H 1.9440 1.7550 0.3229
H 2.0160 -1.1814 -0.4419
H 3.4053 -0.1497 -0.6518
H 2.8349 -0.5188 0.9785
H 1.2124 0.1778 -2.2353
H 0.4034 1.7432 -1.8493
H 2.2011 1.6372 -2.0473
*
```

HOMO in eV: -7.964
LUMO in hartree: -0.006
Kohn-Sham gap in eV: 7.8

Q | C7H17N | ωB97M-V/def2-TZVPD

Geometry as ORCA input:
```
! wB97M-V def2-TZVPD RIJCOSX def2/J DEFGRID3
* xyz 0 1
C -2.4264 2.5777 -0.9514
C -1.9944 1.3098 -0.2064
C -1.5492 1.5836 1.2208
C -1.3884 0.2859 2.0254
H -3.1395 3.1370 -0.3411
H -2.8827 2.3942 -1.9197
H -1.5564 3.2283 -1.0623
H -1.1567 0.8356 -0.7271
H -2.8233 0.5977 -0.2578
H -2.2368 2.2589 1.7355
H -0.5745 2.0770 1.2160
H -2.2755 -0.3413 1.9372
H -1.2453 0.4827 3.0879
H -0.5106 -0.2449 1.6692
C 0.9816 -3.0024 -0.8356
C 1.3555 -1.6192 -0.2909
C 3.1057 -0.1021 -0.4471
N 2.7068 -1.2648 -0.7107
H -0.0539 -3.2332 -0.5855
H 1.0287 -2.9866 -1.9275
H 1.6876 -3.7474 -0.4778
H 1.3664 -1.6953 0.7990
H 0.6367 -0.8974 -0.6807
H 2.4292 0.5852 0.0812
H 4.0976 0.2448 -0.7053
*
```

HOMO in eV: -9.629
LUMO in hartree: 0.038
Kohn-Sham gap in eV: 10.7

Stability, descending: Q, P

P | C3H10NO | ωB97M-V/def2-TZVPD

Geometry as ORCA input:
```
! wB97M-V def2-TZVPD RIJCOSX def2/J DEFGRID3
* xyz 0 2
C -0.1992 1.1098 0.2096
O 0.5187 -0.1249 0.0099
C -1.6536 0.9429 0.2967
C -2.2521 0.1009 1.3918
N 2.9998 -1.4624 -1.6476
H 0.0839 1.7214 -0.6451
H 0.1874 1.5428 1.1341
H -0.2271 -0.7385 0.0443
H -2.3152 1.2640 -0.5029
H -3.0519 0.6694 1.8735
H -2.7020 -0.7977 0.9739
H -1.4829 -0.1081 2.1309
H 2.5820 -0.9862 -0.8691
H 3.9089 -1.8593 -1.5438
H 2.3219 -1.8931 -2.2464
*
```

HOMO (alpha / beta) in eV: -8.307 / -8.993
LUMO (alpha / beta) in hartree: 0.035 / 0.000
⟨S²⟩: 0.75
Kohn-Sham gap (alpha / beta) in eV: 9.3 / 9.0

Q | C3H10NO | ωB97M-V/def2-TZVPD

Geometry as ORCA input:
```
! wB97M-V def2-TZVPD RIJCOSX def2/J DEFGRID3
* xyz 0 2
C -2.9046 0.2546 0.9865
N -2.1791 0.8027 0.0322
H -3.9728 -0.0087 0.8159
H -2.5135 0.0861 1.9722
H -1.1560 1.0514 0.2102
H -2.5729 0.6483 -0.9132
C 1.3924 0.1624 -0.3670
O 2.5990 0.0050 0.4105
C 0.9518 -1.2463 -0.9395
H 0.7495 0.7540 0.2018
H 1.5737 0.7455 -1.3270
H 3.1338 0.8453 0.4986
H 0.2799 -1.7203 -0.2192
H 0.3798 -1.3072 -1.8780
H 1.9223 -1.7778 -0.9512
*
```

HOMO (alpha / beta) in eV: -5.761 / -10.502
LUMO (alpha / beta) in hartree: 0.029 / 0.029
⟨S²⟩: 0.75
Kohn-Sham gap (alpha / beta) in eV: 6.6 / 11.3

R | C3H10NO | ωB97M-V/def2-TZVPD

Geometry as ORCA input:
```
! wB97M-V def2-TZVPD RIJCOSX def2/J DEFGRID3
* xyz 0 2
C 1.7997 -0.0200 -1.1809
C 0.4101 -0.3992 -0.8226
C -0.7565 -0.1602 -1.4090
N 0.3268 -0.4703 0.7175
H 1.9020 -0.0160 -2.2680
H 2.5581 -0.6588 -0.7381
H 1.9628 1.0012 -0.8025
H -1.7008 -0.2871 -0.9105
H -0.7117 -0.1108 -2.4941
H -0.6660 -0.6315 0.9166
H 0.6861 -1.3655 1.0765
H 0.6280 0.3853 1.3197
H -1.6341 1.4570 2.4745
H -2.7924 0.4442 2.2655
O -2.0122 0.8318 1.8555
*
```

HOMO (alpha / beta) in eV: -3.483 / -9.572
LUMO (alpha / beta) in hartree: 0.032 / 0.021
⟨S²⟩: 0.75
Kohn-Sham gap (alpha / beta) in eV: 4.3 / 10.1

S | C3H10NO | ωB97M-V/def2-TZVPD

Geometry as ORCA input:
```
! wB97M-V def2-TZVPD RIJCOSX def2/J DEFGRID3
* xyz 0 2
C 0.2758 -3.7553 -1.1867
O 0.5494 -2.4663 -1.4734
H 1.1395 -4.4361 -1.1767
H -0.3120 -3.8838 -0.2627
H -0.4139 -4.0725 -1.9930
C -0.4988 2.5666 1.5276
N 0.5753 1.8154 0.8329
C 0.1018 1.3127 -0.4171
H -0.0585 2.9968 2.4199
H -0.8015 3.3367 0.8279
H -1.3076 1.8903 1.8254
H 1.0146 1.1787 1.4687
H 0.7743 0.7319 -1.0443
H -0.2427 2.1124 -1.0771
H -0.7957 0.6723 -0.2714
*
```

HOMO (alpha / beta) in eV: -8.385 / -8.385
LUMO (alpha / beta) in hartree: 0.036 / -0.052
⟨S²⟩: 0.75
Kohn-Sham gap (alpha / beta) in eV: 9.4 / 7.0

Stability, descending: P, Q, S, R

P | C3H13NO3 | ωB97M-V/def2-TZVPD

Geometry as ORCA input:
```
! wB97M-V def2-TZVPD RIJCOSX def2/J DEFGRID3
* xyz 0 1
C 1.6634 0.9185 -1.4066
C 1.0066 1.8092 -0.6356
N 0.4637 1.6433 0.6056
C -0.7381 2.2661 1.1298
H 1.4523 0.8974 -2.4645
H 2.4153 0.2892 -0.9410
H 0.8419 2.8319 -0.9972
H 0.5519 0.7114 0.9828
H -0.7992 3.2846 0.7659
H -1.6034 1.6852 0.7441
H -0.8195 2.0945 2.2004
H -1.7448 -0.6636 -3.2576
H -1.2018 -1.7170 -4.0801
O -1.9564 -1.0976 -4.0865
H -2.3208 -1.0219 2.9950
H -2.4366 -1.3713 1.4693
O -2.0096 -1.6319 2.2981
H 3.0267 -2.9548 2.2397
H 1.5925 -2.4908 2.3955
O 2.2478 -2.6879 1.7246
*
```

HOMO in eV: -7.425
LUMO in hartree: 0.012
Kohn-Sham gap in eV: 7.8

Q | C3H13NO3 | ωB97M-V/def2-TZVPD

Geometry as ORCA input:
```
! wB97M-V def2-TZVPD RIJCOSX def2/J DEFGRID3
* xyz 0 1
C -2.9885 -0.3890 0.1326
C -2.3493 0.5893 0.7980
N -1.3380 1.4006 0.3337
C -0.2798 1.9376 1.1777
H -2.5926 -0.5959 -0.8569
H -3.6649 -1.0063 0.6971
H -2.4480 0.6819 1.8830
H -0.9981 0.9857 -0.5275
H -0.5043 2.9524 1.5034
H -0.2054 1.3330 2.0893
H 0.6374 1.8536 0.6038
H 0.1371 -1.6088 0.1304
H -0.6034 -2.6436 1.0213
O 0.2165 -2.1529 0.9287
H 0.6737 0.2104 -2.1970
H 1.8013 0.1880 -1.1237
O 0.8985 -0.1280 -1.3303
H 4.4038 -1.4697 -1.0804
H 4.8387 -0.0715 -1.4239
O 4.1162 -0.6905 -1.5478
*
```

HOMO in eV: -7.718
LUMO in hartree: 0.015
Kohn-Sham gap in eV: 8.1

Stability, descending: Q, P

P | C3H13NO3 | ωB97M-V/def2-TZVPD

Geometry as ORCA input:
```
! wB97M-V def2-TZVPD RIJCOSX def2/J DEFGRID3
* xyz 0 1
C 1.9716 -1.4484 -1.1578
N 0.5232 -1.2910 -1.1389
C 0.1539 0.1124 -1.0851
C -1.2709 0.3559 -0.6615
O -1.5689 -0.1929 0.6423
H 2.3495 -0.8998 -0.3043
H 2.4805 -1.0823 -2.0660
H 2.2192 -2.5034 -1.0611
H 0.1242 -1.6615 -1.9956
H 0.8221 0.6848 -0.4399
H 0.2474 0.5872 -2.0782
H -1.4280 1.4371 -0.6892
H -1.9592 -0.1417 -1.3361
H -1.0049 0.3038 1.2561
H -3.5737 2.1490 2.2801
H -2.8116 1.2530 1.3018
O -2.8495 2.1581 1.6501
H 1.3585 -0.5648 2.2446
H 2.4278 0.4935 2.6559
O 1.7888 0.2509 1.9828
*
```

HOMO in eV: -8.815
LUMO in hartree: 0.024
Kohn-Sham gap in eV: 9.5

Q | C3H13NO3 | ωB97M-V/def2-TZVPD

Geometry as ORCA input:
```
! wB97M-V def2-TZVPD RIJCOSX def2/J DEFGRID3
* xyz 0 1
C -0.7065 -0.6195 0.0889
C 0.5481 0.0284 0.7338
C 0.2971 0.2244 2.2150
O 0.6926 1.3304 0.1524
N -0.6895 -0.6056 -1.3560
H -0.7371 -1.6225 0.5224
H -1.5624 -0.0857 0.4840
H 1.3934 -0.6320 0.5571
H 1.2256 0.2091 2.7875
H -0.1875 1.1778 2.4067
H -0.3261 -0.5886 2.5875
H 1.2449 1.2303 -0.6311
H -0.9158 0.2908 -1.7817
H -1.4136 -1.2371 -1.6835
H -2.0991 1.8774 -0.2531
H -1.0776 2.5945 -1.1409
O -1.7775 1.9288 -1.1618
H 1.3678 -1.4286 -1.6949
H 2.4304 -2.3608 -1.0693
O 2.2929 -1.7115 -1.7630
*
```

HOMO in eV: -9.467
LUMO in hartree: 0.026
Kohn-Sham gap in eV: 10.2

R | C3H13NO3 | ωB97M-V/def2-TZVPD

Geometry as ORCA input:
```
! wB97M-V def2-TZVPD RIJCOSX def2/J DEFGRID3
* xyz 0 1
C -1.7461 0.7069 1.7416
C -0.8110 0.0332 0.7773
C -1.1126 -0.5710 -0.4021
N -0.2729 -1.5552 -0.9107
H -1.9015 1.7611 1.5941
H -1.4646 0.5304 2.8797
H -2.7992 0.3010 1.7050
H 0.2055 0.2128 1.0300
H -2.1440 -0.4972 -0.8743
H -0.8249 -2.2542 -1.3152
H 0.6246 -1.7575 -0.4908
H 2.9131 -2.4540 1.2032
H 2.6554 -1.1800 0.4667
O 2.1937 -1.9922 0.8260
H -0.7442 2.1338 -1.5624
H -0.7326 0.6645 -2.0326
O -0.5146 1.5801 -2.2959
H 1.4813 1.2148 -1.1453
H 2.9094 1.6565 -0.7813
O 2.0851 1.4660 -0.4132
*
```

HOMO in eV: -7.593
LUMO in hartree: 0.022
Kohn-Sham gap in eV: 8.2

Stability, descending: Q, P, R